1.
{
  "formula": "C42H82Cl42FInNO2",
  "method": "ωB97M-V/def2-TZVPD",
  "energy_ev": -584303.2792,
  "e_homo_ev": -4.776,
  "lumo_energy_ev": 1.09,
  "total_charge": -1,
  "symbols": ["C", "C", "C", "C", "C", "C", "C", "C", "C", "C", "In", "F", "C", "C", "C", "C", "N", "C", "C", "C", "C", "O", "C", "C", "C", "O", "H", "H", "H", "H", "H", "H", "H", "H", "H", "H", "H", "H", "H", "H", "H", "H", "H", "H", "H", "H", "H", "H", "H", "H", "H", "H", "H", "H", "H", "H", "H", "H", "H", "H", "H", "H", "H", "H", "H", "H", "C", "Cl", "Cl", "H", "H", "C", "Cl", "Cl", "H", "H", "C", "Cl", "Cl", "H", "H", "C", "Cl", "Cl", "H", "H", "C", "Cl", "Cl", "H", "H", "C", "Cl", "Cl", "H", "H", "C", "Cl", "Cl", "H", "H", "C", "Cl", "Cl", "H", "H", "C", "Cl", "Cl", "H", "H", "C", "Cl", "Cl", "H", "H", "C", "Cl", "Cl", "H", "H", "C", "Cl", "Cl", "H", "H", "C", "Cl", "Cl", "H", "H", "C", "Cl", "Cl", "H", "H", "C", "Cl", "Cl", "H", "H", "C", "Cl", "Cl", "H", "H", "C", "Cl", "Cl", "H", "H", "C", "Cl", "Cl", "H", "H", "C", "Cl", "Cl", "H", "H", "C", "Cl", "Cl", "H", "H", "C", "Cl", "Cl", "H", "H"],
  "xyz": [[-6.49, 0.40, 0.82], [-5.50, -0.80, 0.95], [-4.27, -0.55, 0.06], [-3.36, -1.80, -0.07], [-3.00, -2.03, -1.56], [-1.55, -2.50, -1.79], [-0.52, -1.33, -1.75], [0.25, -1.24, -3.09], [1.70, -0.67, -2.95], [1.91, 0.55, -3.90], [3.68, 1.72, -3.27], [3.82, 1.58, -1.20], [5.65, 1.01, -4.03], [6.79, 1.28, -3.00], [8.14, 1.35, -3.75], [9.33, 0.76, -2.99], [9.85, 1.57, -1.89], [11.02, 2.22, -2.01], [11.31, 2.86, -0.84], [10.22, 2.56, 0.02], [9.34, 1.77, -0.64], [3.59, 3.75, -3.74], [2.43, 4.12, -4.42], [1.85, 5.34, -3.66], [2.73, 6.57, -3.89], [1.84, 4.98, -2.28], [-6.36, 0.93, -0.13], [-6.32, 1.14, 1.60], [-7.52, 0.07, 0.93], [-6.06, -1.67, 0.60], [-5.24, -0.87, 2.01], [-4.64, -0.22, -0.91], [-3.71, 0.28, 0.50], [-3.94, -2.67, 0.25], [-2.45, -1.70, 0.52], [-3.19, -1.17, -2.20], [-3.64, -2.85, -1.93], [-1.25, -3.23, -1.04], [-1.53, -3.01, -2.76], [-1.02, -0.37, -1.58], [0.15, -1.51, -0.91], [0.24, -2.20, -3.60], [-0.29, -0.55, -3.74], [1.81, -0.36, -1.91], [2.42, -1.45, -3.18], [1.03, 1.18, -3.75], [1.97, 0.16, -4.92], [5.88, 1.58, -4.94], [5.64, -0.05, -4.32], [6.76, 0.43, -2.32], [6.54, 2.22, -2.50], [8.01, 0.74, -4.66], [8.28, 2.38, -4.09], [9.13, -0.26, -2.68], [10.16, 0.69, -3.70], [11.64, 2.23, -2.89], [12.18, 3.46, -0.63], [10.13, 2.93, 1.03], [8.42, 1.35, -0.28], [1.67, 3.32, -4.50], [2.65, 4.46, -5.44], [0.82, 5.57, -3.99], [2.25, 7.45, -3.44], [2.90, 6.79, -4.94], [3.68, 6.42, -3.35], [2.62, 5.37, -1.88], [-10.02, -1.92, 0.49], [-8.57, -2.49, -0.35], [-9.63, -1.28, 2.10], [-10.48, -1.13, -0.09], [-10.70, -2.75, 0.61], [0.35, 4.36, -7.64], [1.93, 5.14, -7.66], [0.49, 2.60, -7.73], [-0.16, 4.63, -6.72], [-0.22, 4.71, -8.50], [5.56, 5.87, -7.66], [5.26, 4.93, -6.20], [4.49, 7.28, -7.77], [6.59, 6.22, -7.65], [5.39, 5.24, -8.53], [12.59, 2.85, 3.22], [10.87, 3.01, 3.59], [13.17, 1.20, 3.49], [12.75, 3.11, 2.18], [13.14, 3.52, 3.87], [-12.50, -2.75, -3.10], [-10.80, -2.54, -3.54], [-12.68, -3.14, -1.39], [-13.03, -1.82, -3.31], [-12.92, -3.56, -3.69], [-13.02, -1.86, 3.56], [-12.90, -2.11, 1.82], [-14.08, -3.06, 4.31], [-12.03, -1.95, 3.99], [-13.43, -0.88, 3.74], [-14.49, -4.69, 7.83], [-13.37, -3.61, 8.67], [-16.03, -4.82, 8.70], [-14.68, -4.30, 6.84], [-14.05, -5.68, 7.77], [-13.54, -8.17, 5.23], [-13.64, -6.86, 4.04], [-12.95, -7.58, 6.79], [-14.53, -8.59, 5.36], [-12.86, -8.94, 4.87], [13.35, -1.81, 5.70], [13.24, -1.92, 7.46], [14.70, -2.78, 5.08], [12.43, -2.18, 5.27], [13.51, -0.78, 5.42], [-7.58, -1.63, -5.79], [-5.88, -1.41, -6.22], [-7.78, -2.04, -4.08], [-8.12, -0.71, -6.00], [-7.99, -2.44, -6.39], [-13.96, -12.24, 5.48], [-15.53, -11.43, 5.46], [-12.62, -11.08, 5.40], [-13.87, -12.80, 6.40], [-13.89, -12.90, 4.63], [-0.57, -0.93, 3.36], [-0.35, -1.19, 1.63], [-1.66, -2.14, 4.07], [0.40, -1.00, 3.84], [-0.99, 0.06, 3.51], [3.35, 0.92, 4.13], [1.93, 0.27, 4.99], [3.22, 0.68, 2.40], [3.42, 1.98, 4.34], [4.24, 0.41, 4.49], [3.24, 4.59, 1.38], [4.95, 4.81, 1.00], [2.99, 4.31, 3.12], [2.71, 5.49, 1.10], [2.87, 3.73, 0.83], [8.19, 2.24, 6.09], [7.41, 0.70, 5.70], [7.02, 3.47, 6.55], [8.88, 2.08, 6.91], [8.74, 2.58, 5.21], [0.38, 3.90, -11.79], [1.47, 4.98, -10.91], [-1.25, 3.91, -11.10], [0.32, 4.23, -12.82], [0.77, 2.89, -11.74], [-1.89, -6.40, 0.00], [-1.61, -5.13, 1.20], [-1.66, -5.82, -1.65], [-1.19, -7.21, 0.18], [-2.91, -6.76, 0.10], [11.54, -5.09, 9.24], [10.03, -5.71, 9.90], [11.66, -5.38, 7.50], [11.59, -4.03, 9.41], [12.37, -5.59, 9.73], [-12.39, -4.95, 12.23], [-10.66, -4.83, 12.60], [-13.39, -4.45, 13.60], [-12.61, -4.31, 11.38], [-12.62, -5.98, 11.98], [10.25, 5.65, -3.74], [10.04, 4.49, -5.04], [9.94, 7.31, -4.28], [9.57, 5.41, -2.94], [11.28, 5.59, -3.38], [0.91, 7.86, -0.65], [2.57, 7.31, -0.42], [0.78, 9.62, -0.55], [0.58, 7.54, -1.64], [0.28, 7.42, 0.11]]
}

2.
{
  "formula": "C32H43Cl14N3O6",
  "method": "ωB97M-V/def2-TZVPD",
  "energy_ev": -225944.1133,
  "e_homo_ev": -10.030,
  "lumo_energy_ev": -0.95,
  "e_above_lowest_kcal_mol": 9.4,
  "total_charge": 0,
  "symbols": ["Cl", "C", "C", "Cl", "H", "H", "H", "H", "Cl", "C", "C", "Cl", "H", "H", "H", "H", "Cl", "C", "C", "Cl", "H", "H", "H", "H", "Cl", "C", "C", "Cl", "H", "H", "H", "H", "Cl", "C", "C", "Cl", "H", "H", "H", "H", "Cl", "C", "C", "Cl", "H", "H", "H", "H", "Cl", "C", "C", "Cl", "H", "H", "H", "H", "C", "C", "C", "C", "C", "C", "N", "O", "O", "H", "H", "H", "H", "H", "C", "C", "C", "C", "C", "C", "N", "O", "O", "H", "H", "H", "H", "H", "C", "C", "C", "C", "C", "C", "N", "O", "O", "H", "H", "H", "H", "H"],
  "xyz": [[-3.28, -1.64, 1.80], [-3.92, -1.02, 3.33], [-2.98, 0.06, 3.83], [-3.81, 1.09, 5.04], [-3.95, -1.81, 4.09], [-4.94, -0.69, 3.17], [-2.77, 0.78, 3.03], [-2.01, -0.27, 4.19], [2.48, 0.13, 7.00], [1.84, 0.94, 5.54], [1.76, -0.03, 4.39], [0.72, -1.46, 4.67], [2.48, 1.80, 5.35], [0.85, 1.30, 5.79], [2.76, -0.41, 4.18], [1.46, 0.46, 3.47], [-4.07, -0.73, -2.34], [-5.20, -1.54, -1.22], [-6.06, -0.54, -0.46], [-7.22, -1.50, 0.47], [-4.64, -2.24, -0.61], [-5.85, -2.19, -1.81], [-6.59, 0.09, -1.18], [-5.53, 0.16, 0.17], [1.73, -5.36, -0.78], [2.92, -4.27, -1.47], [3.11, -4.41, -2.97], [4.74, -3.80, -3.41], [3.87, -4.43, -0.96], [2.62, -3.25, -1.23], [2.40, -3.80, -3.52], [3.08, -5.46, -3.24], [-2.99, -5.13, 1.24], [-1.44, -4.34, 0.87], [-0.63, -4.12, 2.14], [0.02, -5.69, 2.67], [-1.70, -3.40, 0.38], [-0.93, -4.96, 0.15], [-1.24, -3.66, 2.90], [0.27, -3.52, 2.00], [0.00, -1.95, -1.26], [-0.49, -0.22, -1.34], [-0.49, 0.44, 0.03], [1.11, 0.27, 0.78], [-1.49, -0.18, -1.77], [0.28, 0.31, -1.90], [-1.25, 0.08, 0.73], [-0.80, 1.49, 0.03], [-3.28, 2.41, -0.71], [-2.83, 3.62, -1.94], [-3.17, 5.02, -1.50], [-2.26, 5.51, -0.04], [-3.29, 3.37, -2.90], [-1.75, 3.51, -2.09], [-4.23, 5.12, -1.28], [-2.89, 5.77, -2.24], [4.35, -1.55, 0.11], [5.68, -1.98, 0.14], [6.50, -1.84, -0.98], [5.96, -1.36, -2.14], [4.64, -0.94, -2.20], [3.82, -1.06, -1.09], [6.81, -1.12, -3.32], [6.31, -0.72, -4.34], [7.99, -1.37, -3.19], [3.78, -1.55, 1.03], [6.10, -2.40, 1.05], [7.53, -2.15, -0.93], [4.28, -0.48, -3.11], [2.82, -0.68, -1.22], [-3.56, 5.98, 5.70], [-4.03, 5.70, 4.42], [-3.38, 4.78, 3.64], [-2.26, 4.11, 4.12], [-1.71, 4.49, 5.35], [-2.36, 5.43, 6.13], [-1.56, 3.11, 3.32], [-1.94, 2.95, 2.18], [-0.73, 2.43, 3.88], [-4.08, 6.67, 6.35], [-4.94, 6.17, 4.08], [-3.73, 4.47, 2.67], [-0.78, 4.06, 5.68], [-1.91, 5.67, 7.08], [2.21, -0.95, -4.23], [1.03, -0.39, -4.71], [0.99, 0.24, -5.94], [2.11, 0.18, -6.78], [3.26, -0.40, -6.29], [3.35, -0.93, -5.02], [2.08, 0.76, -8.11], [1.02, 1.28, -8.44], [3.06, 0.70, -8.81], [2.19, -1.38, -3.24], [0.11, -0.48, -4.14], [0.04, 0.57, -6.33], [4.12, -0.42, -6.95], [4.29, -1.31, -4.64]]
}

3.
{
  "formula": "H22NO14",
  "method": "ωB97M-V/def2-TZVPD",
  "energy_ev": -30511.0395,
  "e_homo_ev": -7.114,
  "lumo_energy_ev": 2.25,
  "e_above_lowest_kcal_mol": 51.8,
  "total_charge": -1,
  "symbols": ["N", "O", "O", "O", "O", "H", "H", "O", "H", "H", "O", "H", "H", "O", "H", "H", "O", "H", "H", "O", "H", "H", "O", "H", "H", "O", "H", "H", "O", "H", "H", "O", "H", "H", "O", "H", "H"],
  "xyz": [[-7.54, -17.27, -21.46], [-8.34, -16.95, -22.37], [-6.33, -16.99, -21.58], [-7.98, -17.19, -20.33], [-6.30, -15.65, -23.97], [-5.47, -15.49, -23.59], [-6.90, -15.57, -23.26], [-9.58, -15.04, -20.31], [-10.39, -15.44, -20.02], [-8.99, -15.81, -20.32], [-9.06, -19.78, -21.92], [-9.65, -19.68, -22.66], [-8.21, -20.01, -22.32], [-9.33, -17.12, -25.03], [-9.23, -17.95, -25.50], [-9.20, -17.39, -24.14], [-5.46, -16.66, -19.07], [-5.86, -16.56, -19.95], [-6.17, -16.49, -18.45], [-4.32, -18.28, -23.02], [-5.12, -17.86, -22.67], [-4.62, -18.71, -23.82], [-6.52, -18.35, -24.73], [-7.06, -18.84, -25.37], [-6.82, -17.45, -24.72], [-7.12, -19.76, -19.59], [-7.50, -18.92, -19.86], [-6.24, -19.80, -20.02], [-7.99, -13.92, -22.27], [-8.90, -14.22, -22.31], [-7.94, -13.29, -22.99], [-11.20, -17.15, -21.98], [-11.35, -17.86, -22.62], [-10.26, -16.92, -22.21], [-10.52, -18.97, -19.71], [-11.36, -18.95, -20.13], [-9.83, -18.89, -20.36]]
}

4.
{
  "formula": "C21H19N3O7",
  "method": "ωB97M-V/def2-TZVPD",
  "energy_ev": -40884.8569,
  "e_homo_ev": -7.802,
  "lumo_energy_ev": -0.56,
  "e_above_lowest_kcal_mol": 85.3,
  "total_charge": 0,
  "symbols": ["O", "O", "O", "O", "O", "O", "O", "C", "C", "C", "C", "C", "C", "C", "C", "C", "C", "C", "C", "C", "C", "C", "C", "C", "N", "N", "N", "C", "C", "C", "C", "H", "H", "H", "H", "H", "H", "H", "H", "H", "H", "H", "H", "H", "H", "H", "H", "H", "H", "H"],
  "xyz": [[3.74, 1.38, 0.29], [2.06, 1.60, -2.75], [-1.55, 4.36, -3.52], [-0.82, -2.43, -1.86], [0.31, -3.69, -0.45], [-0.13, 2.54, -3.59], [0.66, 3.45, -0.92], [2.80, 1.24, -0.50], [2.90, 1.83, -1.87], [-0.56, 3.76, -3.09], [-1.57, 2.80, -0.15], [-2.39, 1.79, 0.50], [-0.21, 2.52, -0.37], [1.59, 0.63, -0.01], [-1.85, 0.60, 0.91], [0.35, 1.22, 0.06], [0.17, -0.82, 1.13], [1.49, -0.68, 0.68], [-4.09, -3.62, 0.47], [-3.95, -3.29, 1.82], [-3.00, -3.52, -0.39], [-2.73, -2.84, 2.30], [-1.78, -3.05, 0.08], [-1.66, -2.65, 1.42], [3.90, 2.69, -2.24], [-0.49, 0.34, 0.72], [-0.69, -3.07, -0.80], [0.22, 4.39, -1.91], [-0.40, -1.97, 1.97], [3.10, -1.43, 2.40], [2.69, -1.58, 0.93], [0.70, 2.20, -3.12], [-2.01, 3.74, -0.47], [-3.43, 2.03, 0.70], [-2.48, -0.16, 1.41], [-5.02, -3.97, 0.10], [-4.83, -3.42, 2.49], [-3.04, -3.79, -1.42], [-2.65, -2.52, 3.35], [3.88, 2.95, -3.20], [4.72, 2.73, -1.65], [-0.39, 5.19, -1.46], [1.13, 4.88, -2.31], [0.32, -2.74, 2.16], [-0.61, -1.48, 2.96], [2.49, -2.08, 3.03], [4.12, -1.80, 2.48], [3.05, -0.37, 2.72], [2.44, -2.63, 0.64], [3.51, -1.27, 0.30]]
}

5.
{
  "formula": "C9H11NS",
  "method": "ωB97M-V/def2-TZVPD",
  "energy_ev": -21830.4239,
  "e_homo_ev": [-7.049, -7.023],
  "lumo_energy_ev": [-0.24, -0.38],
  "e_above_lowest_kcal_mol": 120.5,
  "total_charge": 0,
  "symbols": ["C", "C", "C", "C", "C", "C", "C", "C", "C", "N", "S", "H", "H", "H", "H", "H", "H", "H", "H", "H", "H", "H"],
  "xyz": [[1.44, -1.22, -0.13], [-3.93, -0.81, -1.12], [1.02, 1.95, 1.16], [-3.21, -0.44, -0.01], [-2.04, 0.42, -0.11], [-1.05, 0.34, 0.92], [0.00, 1.20, 0.88], [3.59, -0.58, 0.13], [1.37, -0.01, -0.90], [2.53, -1.39, 0.52], [2.84, 0.79, -1.03], [0.62, -1.92, 0.00], [-4.71, -1.47, -1.05], [-3.76, -0.48, -2.11], [1.92, 1.78, 0.57], [0.91, 2.87, 1.59], [-3.64, -0.89, 0.99], [-1.94, 1.05, -0.93], [-1.18, -0.50, 1.63], [4.06, 0.07, 0.96], [4.39, -1.11, -0.37], [0.76, 0.33, -1.61]]
}

6.
{
  "formula": "C20H28BClNO12P",
  "method": "ωB97M-V/def2-TZVPD",
  "energy_ev": -69728.4283,
  "e_homo_ev": -8.097,
  "lumo_energy_ev": -0.20,
  "total_charge": 0,
  "symbols": ["C", "C", "P", "C", "O", "C", "C", "C", "C", "C", "C", "C", "C", "O", "Cl", "B", "N", "O", "H", "H", "H", "H", "H", "H", "H", "H", "H", "H", "H", "H", "H", "H", "H", "H", "C", "C", "O", "C", "O", "O", "H", "H", "H", "H", "C", "C", "O", "C", "O", "O", "H", "H", "H", "H", "C", "C", "O", "C", "O", "O", "H", "H", "H", "H"],
  "xyz": [[-0.04, 1.97, -4.17], [-1.16, 1.17, -3.52], [-0.71, 0.33, -1.83], [0.25, -1.04, -2.79], [0.67, -2.18, -1.96], [1.87, -1.91, -1.17], [2.94, -0.68, -1.38], [4.29, -0.51, -0.42], [4.58, -1.59, 0.80], [3.54, -2.85, 1.01], [2.23, -3.00, 0.04], [-1.84, 1.68, -0.99], [-0.98, 2.75, -0.10], [-0.35, 2.44, 1.04], [-0.82, 4.55, -0.67], [-1.77, -1.00, -0.96], [-2.77, -1.94, -1.62], [-1.57, -1.16, 0.52], [1.04, 1.50, -4.05], [-0.20, 2.99, -4.71], [-2.22, 1.11, -4.01], [0.47, 0.80, -1.16], [1.11, -0.60, -3.48], [-0.55, -1.49, -3.57], [2.77, 0.11, -2.23], [5.04, 0.38, -0.58], [5.52, -1.46, 1.49], [3.72, -3.64, 1.87], [1.49, -3.92, 0.19], [-2.41, 2.26, -1.87], [-2.71, 1.18, -0.35], [-3.66, -1.86, -1.05], [-2.42, -2.91, -1.38], [-0.61, -1.50, 0.60], [6.50, -5.57, 0.57], [7.81, -6.10, 1.04], [8.44, -4.97, 1.60], [7.46, -4.09, 1.95], [7.63, -3.08, 2.61], [6.25, -4.49, 1.46], [5.70, -6.31, 0.63], [6.55, -5.18, -0.45], [7.69, -6.86, 1.82], [8.40, -6.52, 0.23], [-5.59, 4.46, 0.01], [-4.64, 4.61, -1.14], [-5.03, 3.58, -2.02], [-6.33, 3.28, -1.74], [-7.03, 2.55, -2.43], [-6.74, 3.90, -0.60], [-5.82, 5.41, 0.48], [-5.22, 3.76, 0.76], [-4.75, 5.57, -1.65], [-3.60, 4.49, -0.83], [-3.22, 2.49, 4.93], [-2.32, 1.84, 3.93], [-3.22, 1.37, 2.95], [-4.35, 2.13, 3.04], [-5.26, 2.11, 2.23], [-4.32, 2.93, 4.15], [-2.74, 3.34, 5.43], [-3.58, 1.79, 5.69], [-1.63, 2.54, 3.47], [-1.75, 1.01, 4.36]]
}

7.
{
  "formula": "C7H10",
  "method": "ωB97M-V/def2-TZVPD",
  "energy_ev": -7418.4869,
  "e_homo_ev": -9.967,
  "lumo_energy_ev": 1.17,
  "e_above_lowest_kcal_mol": 58.8,
  "total_charge": 0,
  "symbols": ["C", "C", "C", "C", "C", "C", "C", "H", "H", "H", "H", "H", "H", "H", "H", "H", "H"],
  "xyz": [[1.49, -0.62, -0.13], [0.86, 0.73, 0.29], [0.06, 1.02, -0.97], [-0.90, -0.22, -0.77], [-1.58, 0.10, 0.61], [-0.17, -0.12, 1.17], [0.08, -1.16, 0.04], [1.96, -0.65, -1.12], [2.16, -1.01, 0.64], [1.52, 1.58, 0.45], [0.96, 1.20, -1.61], [-0.49, 1.95, -1.11], [-1.54, -0.59, -1.57], [-2.08, 1.06, 0.79], [-2.25, -0.71, 0.93], [0.05, -0.34, 2.22], [-0.16, -2.22, 0.14]]
}